87
Properties=species:S:1:pos:R:3:forces:R:3:lowdin_spin:R:1 method="wB97M-V/def2-TZVPD" orbital_gap_ev="5.894 / 7.665" e_above_lowest_kcal_mol=43.97 fmax_ev_per_a=2.372 total_charge=+1 homo_energy_ev="-8.25 / -10.15" spin_multiplicity=3 s_squared=2.01 energy_ha=-3217.929630
Ti -0.22824 -0.32446 -0.90199 0.408 1.656 1.288 1.50
N -0.50702 -0.80565 1.26270 -0.331 0.574 0.552 0.02
C -1.76320 -0.67959 2.04871 -0.092 0.047 0.054 0.01
C -2.19618 0.74821 2.38100 0.304 0.052 -0.185 0.00
C -1.24662 1.53118 3.31743 0.078 -0.093 -0.150 0.00
C -0.74450 2.85878 2.75810 0.005 -0.044 0.013 0.00
N 0.07385 2.68254 1.55231 0.135 -0.210 0.180 0.00
H -0.22843 -1.77794 1.29707 0.120 -0.178 0.033 0.00
H 0.23470 -0.31779 1.76380 0.223 -0.039 0.204 0.00
H -1.65588 -1.22287 2.98927 -0.010 -0.097 0.050 0.00
H -2.55702 -1.15747 1.47559 -0.039 -0.085 0.033 0.00
H -3.17303 0.65607 2.85765 -0.053 0.057 -0.096 0.00
H -2.35477 1.30709 1.44982 -0.018 -0.034 0.041 0.00
H -0.38355 0.90770 3.57609 0.010 0.048 0.010 0.00
H -1.76142 1.75687 4.25262 0.018 -0.099 0.024 0.00
H -0.11669 3.33099 3.51530 -0.024 0.039 -0.003 0.00
H -1.60021 3.52268 2.58860 -0.036 0.022 0.005 0.00
H 0.44984 3.57336 1.25291 0.040 0.045 0.024 0.00
H -0.49945 2.36717 0.78288 -0.138 -0.046 -0.237 0.00
N -1.31644 -3.21330 -1.44641 0.259 0.177 -0.063 0.01
C -2.34120 -2.27774 -1.39328 -0.005 0.158 0.224 0.05
C -3.64327 -2.75273 -1.61798 0.037 -0.304 -0.079 0.00
C -4.70098 -1.89194 -1.54472 -0.092 0.076 0.009 0.04
C -4.45509 -0.54749 -1.24008 -0.161 -0.009 -0.007 0.00
C -3.16736 -0.15206 -1.03119 -0.055 -0.173 -0.012 0.03
N -2.09537 -0.99234 -1.09604 -1.830 -1.091 -0.445 0.03
C 0.07726 -3.16227 -1.46438 -0.128 0.289 0.384 0.06
C 0.73342 -4.34484 -1.83826 -0.151 -0.269 -0.133 -0.01
C 2.09678 -4.39919 -1.86403 0.038 0.057 -0.005 0.05
C 2.80760 -3.24337 -1.51193 0.153 -0.123 0.030 0.00
C 2.11386 -2.13728 -1.12678 -0.088 -0.174 0.094 0.04
N 0.74820 -2.05598 -1.06767 0.752 -2.124 -0.740 0.04
H -1.65649 -4.12724 -1.68161 -0.068 -0.165 -0.054 0.00
H -3.79616 -3.80023 -1.85520 0.012 0.070 0.026 0.00
H -5.70895 -2.24726 -1.71877 0.053 0.013 0.005 0.00
H -5.26010 0.17120 -1.16969 0.048 -0.018 0.003 0.00
H -2.94125 0.87442 -0.79856 0.101 0.087 -0.009 0.00
H 0.14553 -5.21416 -2.11151 0.009 0.063 0.005 0.00
H 2.60691 -5.31118 -2.14688 -0.021 0.065 -0.008 0.00
H 3.88876 -3.22092 -1.52550 -0.039 0.002 0.033 0.00
H 2.65414 -1.25657 -0.82467 -0.070 0.149 0.006 0.00
C 3.07210 1.31754 -4.00102 0.028 0.067 0.191 0.00
N 3.10799 1.79304 -2.60842 -0.180 -0.137 -0.112 0.01
C 4.20920 2.66666 -2.19707 -0.077 -0.055 0.008 0.00
C 2.27889 1.27892 -1.73182 0.705 0.476 -0.195 0.03
N 1.55048 0.83077 -0.95533 0.839 0.165 0.109 0.01
H 3.96496 0.72867 -4.21750 -0.006 0.007 0.011 0.00
H 3.03673 2.17294 -4.67556 -0.004 0.013 0.029 0.00
H 2.18960 0.70143 -4.15333 -0.045 -0.014 0.034 0.00
H 5.16449 2.18402 -2.39999 0.032 -0.050 0.009 0.00
H 4.13666 2.87946 -1.13458 -0.031 -0.010 0.023 0.00
H 4.16084 3.60203 -2.75189 -0.032 0.027 -0.019 0.00
N 2.28816 0.12283 2.01415 0.082 -0.072 0.108 0.00
C 3.43727 -0.15224 2.78248 -0.068 0.013 0.024 0.00
C 3.78347 0.66496 3.85582 0.046 0.021 0.034 0.00
C 4.89385 0.36573 4.63325 -0.018 0.003 -0.061 0.00
C 5.67922 -0.74365 4.34772 -0.006 -0.021 0.020 0.00
C 5.33109 -1.56229 3.28142 -0.007 0.027 -0.038 0.00
C 4.21480 -1.27507 2.50745 0.041 -0.037 -0.015 0.00
H 1.99699 1.09282 2.01143 -0.039 0.111 -0.033 0.00
H 2.35853 -0.21176 1.06502 0.070 0.077 -0.033 0.00
H 3.18319 1.54236 4.07430 0.012 -0.045 0.011 0.00
H 5.15188 1.01127 5.46435 -0.017 -0.020 -0.038 0.00
H 6.55060 -0.96901 4.95068 -0.065 0.014 -0.041 0.00
H 5.93768 -2.42948 3.04434 -0.064 0.039 0.027 0.00
H 3.93794 -1.92823 1.68331 0.029 0.041 0.048 0.00
C -4.81828 3.21679 -2.55536 0.096 0.033 -0.092 0.00
C -3.98297 4.16166 -3.37878 -0.073 -0.068 0.097 0.00
C -4.35254 5.48295 -3.56563 -0.081 -0.019 0.039 0.00
C -3.56396 6.34201 -4.31828 -0.009 -0.017 0.001 0.00
Cl -4.05030 7.99508 -4.52575 -0.007 -0.006 0.004 0.00
C -2.40277 5.88794 -4.90445 0.089 -0.038 -0.040 0.00
C -2.01991 4.56093 -4.73221 0.035 0.013 -0.055 0.00
C -2.79745 3.70790 -3.96764 -0.032 0.063 0.005 0.00
O -2.51578 2.38484 -3.74385 0.069 -0.007 0.012 0.00
C -1.22945 1.87636 -4.00783 -0.104 -0.016 0.119 0.00
C -0.77644 1.06772 -2.80884 0.023 0.063 -0.148 0.02
O -0.20204 -0.05578 -2.97934 -0.183 0.552 -0.604 0.01
O -0.95958 1.51909 -1.64704 -0.474 0.382 -0.433 0.01
H -5.68547 3.72819 -2.13977 0.025 -0.015 -0.015 0.00
H -4.22223 2.80284 -1.73851 -0.034 0.016 0.002 0.00
H -5.15943 2.37375 -3.16122 -0.007 0.034 0.034 0.00
H -5.26998 5.85033 -3.11974 0.069 -0.006 -0.018 0.00
H -1.79656 6.55329 -5.50443 -0.030 -0.002 0.023 0.00
H -1.11868 4.21811 -5.22236 -0.043 0.001 -0.008 0.00
H -0.49679 2.66778 -4.15737 0.101 0.091 0.010 0.00
H -1.24351 1.23698 -4.88590 -0.009 -0.069 -0.139 0.00